1.
Entry from the OMol25 dataset: 2 unconnected molecules or ions with the total composition C16H33BBr2ClFN2O8PS in a non-equilibrium geometry (the ωB97M-V functional and the def2-TZVPD basis).

```
66
Properties=species:S:1:pos:R:3:forces:R:3
C 1.2368 -3.1006 3.0050 -0.185 -0.160 0.107
C 0.3197 -3.1970 1.7548 -0.067 -0.261 -0.138
B -1.0436 -2.5238 2.0710 -0.244 -0.090 -0.340
O -2.1119 -3.2127 2.5961 -0.268 0.643 -0.457
C -1.1873 -0.9077 1.9599 0.720 -0.154 0.244
C 0.0177 -0.1152 1.4544 -0.449 0.273 0.859
C -0.5166 1.3060 1.2660 0.158 -0.190 -1.008
F -0.1673 1.6769 -0.0382 0.115 0.187 0.018
C -0.0232 2.3769 2.2200 -0.022 0.073 0.031
C 1.3638 2.9467 1.9120 0.175 0.126 0.168
C 2.4389 1.8725 1.9893 0.237 0.149 -0.207
N 2.9248 1.4148 0.7873 -0.729 -0.208 0.031
O 2.8354 1.4649 3.0592 -0.211 -0.279 0.028
C -2.0729 1.2052 1.3047 0.240 0.225 0.055
Cl -2.7959 2.1928 0.0480 0.077 0.087 -0.094
N -2.4475 -0.2695 1.3185 -0.263 0.070 0.558
C -3.6774 -0.6421 2.2030 0.029 0.204 -0.205
Br -3.3855 -0.0481 4.0393 0.060 0.112 0.009
C -5.0996 -0.1684 1.8661 -0.154 0.076 0.150
C -5.3874 1.2966 1.5691 -0.077 0.088 0.064
Br -6.0277 -1.3380 0.6102 -0.114 -0.052 -0.033
S -2.5474 -1.1369 -0.3580 0.102 -0.554 -0.285
C -3.6325 -0.2945 -1.4542 -0.008 0.207 -0.174
O -1.2289 -1.0544 -0.8705 0.208 0.311 0.006
O -3.0800 -2.3978 0.0201 -0.089 -0.045 0.176
H 1.0440 -3.9462 3.6638 -0.006 0.015 0.018
H 2.2883 -3.1349 2.7302 0.000 0.091 0.003
H 1.0575 -2.2068 3.6092 0.157 0.094 -0.114
H 0.8132 -2.7890 0.8705 -0.010 0.134 0.071
H 0.1335 -4.2543 1.5456 0.123 0.000 -0.051
H -2.3996 -3.9462 2.0398 0.277 -0.402 0.405
H -1.2277 -0.6065 3.0098 -0.451 -0.017 0.022
H 0.7341 -0.1234 2.2774 0.262 -0.090 -0.252
H 0.4672 -0.4649 0.5357 -0.017 -0.089 -0.023
H -0.7362 3.2056 2.2074 -0.007 -0.006 0.107
H 0.0085 1.9501 3.2274 -0.177 0.054 0.012
H 1.5776 3.6550 2.7119 0.085 0.016 -0.033
H 1.3877 3.5022 0.9753 -0.092 -0.172 -0.092
H 3.2368 0.4537 0.7847 0.450 0.169 0.101
H 2.3835 1.6565 -0.0302 0.137 0.118 -0.009
H -2.4430 1.6318 2.2334 0.058 -0.314 0.172
H -3.6466 -1.7237 2.2533 0.069 -0.038 -0.015
H -5.6311 -0.4085 2.7804 0.053 -0.113 0.039
H -4.6785 1.9535 2.0751 -0.046 -0.038 0.002
H -5.3914 1.5305 0.5071 0.077 -0.033 0.083
H -6.3733 1.5407 1.9590 -0.057 -0.052 -0.065
H -3.0306 0.4152 -2.0124 0.000 -0.017 0.006
H -4.4713 0.1794 -0.9583 0.027 -0.148 -0.012
H -3.9704 -1.1172 -2.0883 -0.091 0.028 0.019
C 4.6497 1.0085 -6.4626 -0.052 0.013 -0.062
O 3.7916 0.1618 -5.6715 0.103 -0.046 0.041
P 3.5258 0.5128 -4.1597 -0.072 0.066 -0.036
O 4.0640 1.7933 -3.6949 0.046 -0.021 0.006
O 4.0150 -0.7544 -3.3374 0.003 -0.049 -0.039
C 5.4207 -1.0509 -3.3481 0.016 0.032 0.049
O 1.9552 0.3433 -4.0587 0.002 -0.015 0.035
C 1.3383 0.7886 -2.8495 -0.074 0.015 0.033
H 4.7816 0.4967 -7.4108 -0.008 -0.001 -0.001
H 4.1813 1.9770 -6.6209 -0.001 0.005 0.015
H 5.6125 1.1471 -5.9755 -0.006 0.004 0.014
H 6.0065 -0.1460 -3.1833 -0.008 0.004 0.008
H 5.6928 -1.5095 -4.2983 -0.002 0.007 -0.006
H 5.6030 -1.7524 -2.5396 -0.008 -0.013 -0.008
H 1.0568 1.8369 -2.9417 0.025 0.010 0.013
H 2.0149 0.6709 -2.0012 -0.028 -0.028 0.009
H 0.4539 0.1770 -2.6871 0.004 -0.011 -0.024
```
Positions in Å, forces in eV/Å.

Computed properties:
Kohn-Sham gap   9.055 eV
Charge   +1
E_LUMO   -3.3 eV
HOMO   -12.4 eV
E   -212609.302 eV
Multiplicity   1



2.
Entry from the OMol25 dataset: 3 unconnected molecules or ions with the total composition C6H19NO4 in a non-equilibrium geometry (the ωB97M-V functional and the def2-TZVPD basis).

```
30
Properties=species:S:1:pos:R:3:forces:R:3
C -1.2173 3.8073 0.2563 -0.168 1.111 -0.087
O -0.4486 2.6498 0.0927 0.071 0.153 0.726
C -0.6531 1.6602 1.0847 0.351 0.017 0.100
C 0.6227 0.8566 1.2206 0.131 -0.854 -0.221
N 0.9582 0.0543 0.0392 -0.010 0.262 -0.223
C 0.1165 -1.1250 -0.1705 0.511 0.165 0.712
C 0.3825 -2.2431 0.8321 0.171 -0.664 -0.226
O 1.7655 -2.5849 0.7924 -0.091 0.129 -0.023
C 2.0004 -3.8711 1.3673 -0.194 0.723 -1.019
H -2.2488 3.6996 -0.1025 0.125 -0.069 -0.183
H -0.6908 4.6035 -0.2766 -0.307 -0.151 -0.358
H -1.2997 4.2215 1.2710 0.241 -0.654 0.253
H -1.5263 1.0568 0.8130 0.053 -0.138 0.120
H -0.8355 2.1092 2.0670 -0.172 0.175 -0.092
H 0.5798 0.1918 2.0977 -0.281 0.310 0.165
H 1.4804 1.5161 1.3618 -0.257 0.253 0.136
H 1.9103 -0.2492 0.2109 0.007 -0.189 -0.462
H 0.3155 -1.5364 -1.1596 0.050 0.085 -0.082
H -0.9251 -0.8056 -0.1565 -0.081 -0.182 0.051
H -0.2175 -3.1047 0.5173 -0.056 -0.123 0.012
H 0.1430 -2.0675 1.8831 -0.354 0.470 0.015
H 3.0777 -3.9725 1.4632 -0.026 -0.046 0.339
H 1.6554 -4.6057 0.6326 -0.106 -0.314 0.346
H 1.4540 -3.9508 2.3083 0.225 -0.267 0.145
O -0.4938 1.4030 -2.3580 -0.033 -0.235 -0.339
H 0.1656 1.0340 -1.7466 -0.017 0.190 0.090
H -0.9440 2.0800 -1.8389 0.276 -0.185 -0.001
O -2.0152 -0.1866 -4.3990 0.146 0.031 -0.144
H -1.7960 -1.0446 -4.0253 0.005 0.055 0.011
H -1.3159 0.4041 -4.0777 -0.207 -0.058 0.241
```
Positions in Å, forces in eV/Å.

Computed properties:
Kohn-Sham gap   10.057 eV
E_LUMO   0.7 eV
HOMO   -9.3 eV
Energy relative to the best compared isomer or geometry (same formula, charge and spin)   2.485 eV
E   -16208.943 eV
Multiplicity   1



3.
Entry from the OMol25 dataset: C6H4 in the gas phase in a non-equilibrium geometry (the ωB97M-V functional and the def2-TZVPD basis).

```
10
Properties=species:S:1:pos:R:3:forces:R:3
C -1.9200 0.1684 -0.3670 2.466 -1.718 0.360
C -3.0999 0.0863 -0.8065 -1.012 0.061 -0.938
C -0.3235 0.1742 0.0512 -1.815 1.202 0.872
C -1.3655 0.3674 0.9480 0.534 1.567 1.094
C 0.9704 -0.5169 0.6279 -0.481 -0.861 1.245
C 0.9649 0.3981 -0.5735 0.684 -1.552 -0.545
H 1.2401 -0.2080 1.6989 -0.708 0.274 -1.909
H 0.9519 -1.6078 0.6437 0.504 0.219 -1.016
H 1.0562 -0.1518 -1.5072 -0.205 -0.243 0.058
H 1.5254 1.2900 -0.7156 0.033 1.050 0.778
```
Positions in Å, forces in eV/Å.

Computed properties:
Kohn-Sham gap   7.975 eV
E_LUMO   -1.2 eV
HOMO   -9.2 eV
Energy relative to the best compared isomer or geometry (same formula, charge and spin)   6.161 eV
E   -6276.314 eV
Multiplicity   1



4.
Entry from the OMol25 dataset: 3 unconnected molecules or ions with the total composition C39H52F19N2O8PS in a non-equilibrium geometry (the ωB97M-V functional and the def2-TZVPD basis).

```
122
Properties=species:S:1:pos:R:3:forces:R:3
C 1.1380 -3.6526 1.5521 0.023 -0.982 -0.394
C 0.3264 -3.1134 0.3090 0.105 0.598 -0.048
C -0.5363 -1.8099 0.6448 1.362 -0.509 1.367
N -0.2844 -0.6678 -0.2572 -1.486 -0.567 -0.133
C -1.3835 -0.3287 -1.1622 0.588 0.147 -1.937
C -2.0527 -1.5689 -1.8543 0.016 -1.504 0.293
C -1.0085 -2.4646 -2.6822 -0.961 -0.232 0.038
C -1.4330 -2.5685 -4.2126 1.349 -0.791 0.446
C -2.0008 -4.0109 -4.5045 -0.837 0.367 -0.256
C -3.2302 -4.3773 -3.5874 0.373 0.944 -0.332
O -2.8710 -5.3671 -2.5753 -1.349 0.409 0.002
C -3.9587 -5.4313 -1.7002 -1.415 -0.987 0.361
C -5.1945 -6.3419 -2.0639 1.004 -0.174 -0.755
O -4.0024 -4.8468 -0.6584 0.812 0.298 -0.247
O -0.6304 0.2615 -2.2936 -1.750 0.867 0.007
C -1.5530 0.9652 -3.0615 1.464 -0.350 0.241
O -1.3705 0.9609 -4.2436 -0.783 0.810 0.118
C -2.7669 1.5837 -2.1929 1.223 -1.963 -0.700
C -4.0202 1.0328 -2.9860 -1.292 -0.088 -0.059
C -5.2239 0.4707 -2.1900 -1.502 -2.069 0.812
C -5.4798 -0.9709 -2.2785 -1.566 0.815 1.196
C -6.6055 -1.5858 -1.5855 0.059 1.189 0.095
C -7.5392 -0.8285 -0.7827 2.008 1.283 -1.224
C -7.3061 0.6108 -0.6947 0.379 -1.135 -0.391
C -8.3056 1.5001 0.1205 0.395 0.035 -1.504
C -6.1715 1.2125 -1.3852 -0.531 -1.031 -0.005
N -2.6785 3.0483 -2.1138 -1.053 -0.117 -1.146
C -3.9312 3.7293 -1.7401 -0.254 1.022 0.691
C -2.1637 3.7022 -3.3134 1.266 0.938 -0.960
C -2.9101 3.8580 -4.6769 0.142 -0.527 0.432
O -1.0707 4.2072 -3.2324 -0.298 -0.387 0.162
C -2.2929 0.9338 -0.8115 0.510 0.452 1.501
C -3.2989 0.7711 0.3826 -1.014 -1.253 -0.330
C -2.6847 0.3532 1.7627 -0.131 -0.131 0.548
O -3.1695 1.2160 2.8182 0.915 -0.477 -0.418
C -2.2456 1.2336 3.8816 -0.455 0.576 1.365
C -2.8494 2.2094 4.9738 -0.920 -0.205 -1.148
F -2.4318 3.4906 4.7419 -0.254 -1.278 0.832
F -2.5612 1.8083 6.2462 0.138 0.742 -1.134
F -4.2238 2.2288 4.8790 1.419 0.034 0.345
P -1.0444 2.2583 -0.1522 0.028 1.157 1.038
S -1.8974 3.6132 1.0037 0.155 -0.061 -0.244
H 0.9992 -3.0565 2.4839 0.009 -0.388 -0.767
H 0.8440 -4.7192 1.7568 0.190 1.046 0.032
H 2.2382 -3.7008 1.3255 -1.045 0.239 0.220
H -0.3445 -3.8795 -0.1462 0.591 0.381 0.509
H 1.0894 -2.8627 -0.4811 -0.858 -0.055 0.640
H -0.1642 -1.4944 1.6648 -0.489 -0.212 -0.884
H -1.6181 -2.0499 0.8002 0.884 0.281 -0.502
H 0.5370 -0.8470 -0.8405 -0.392 0.119 0.316
H -2.8568 -1.3177 -2.5845 0.667 0.347 0.848
H -2.5326 -2.2895 -1.1321 0.276 1.059 -0.373
H 0.0468 -2.1438 -2.5345 -0.861 -0.009 -0.335
H -1.0684 -3.5169 -2.2882 0.137 1.063 -0.195
H -0.4892 -2.4458 -4.8067 -0.946 -0.045 0.229
H -2.1281 -1.7588 -4.5395 0.414 -0.650 0.348
H -2.3927 -4.0138 -5.5586 0.588 -0.215 0.846
H -1.2150 -4.8012 -4.3924 -0.640 0.736 -0.121
H -4.1104 -4.7038 -4.2026 0.759 -0.029 0.589
H -3.5317 -3.4568 -3.0243 0.088 -0.650 -0.497
H -5.0029 -6.8415 -3.0494 -0.460 0.426 0.848
H -6.1449 -5.7553 -2.0685 0.930 -0.329 -0.079
H -5.2969 -7.1278 -1.2787 0.220 0.666 -0.544
H -4.4207 1.8436 -3.6565 0.583 -0.597 0.720
H -3.7066 0.2273 -3.7032 -0.222 0.761 0.784
H -4.8644 -1.6648 -2.8862 -0.343 0.819 0.387
H -6.7821 -2.6831 -1.6888 0.325 1.032 0.032
H -8.4082 -1.3214 -0.2886 0.877 0.548 -0.441
H -9.3612 1.1971 -0.1168 0.993 0.074 0.472
H -8.1055 1.4671 1.2145 -0.181 0.119 -0.824
H -8.2059 2.5355 -0.3080 -0.064 -0.776 0.870
H -6.0832 2.3121 -1.2912 0.017 -0.856 -0.084
H -4.2220 3.4424 -0.6967 0.196 0.136 -1.069
H -3.7063 4.8311 -1.6829 -0.094 -1.046 -0.008
H -4.7715 3.6249 -2.4754 0.605 -0.228 0.603
H -3.8655 4.4134 -4.5298 0.552 -0.634 -0.299
H -3.0393 2.8308 -5.1023 -0.306 0.875 0.339
H -2.2427 4.4074 -5.3875 -0.567 -0.347 0.914
H -3.9970 -0.0699 0.0998 0.599 0.820 0.141
H -3.9745 1.6527 0.5341 0.978 -0.629 -0.153
H -3.0288 -0.6841 2.0352 0.391 0.769 -0.379
H -1.5688 0.3496 1.8129 -0.754 0.066 -0.425
H -1.2425 1.6536 3.6056 -0.774 -0.390 0.008
H -2.1346 0.2336 4.3821 -0.040 0.667 -0.510
H -0.2874 2.8412 -1.2108 -0.280 -0.663 0.213
H -0.0683 1.6616 0.7053 -0.425 -0.170 -0.951
F 4.3625 0.7517 1.4929 -0.041 -0.127 -0.125
C 3.5411 0.7453 0.4235 -0.486 0.589 0.316
F 2.2754 0.7767 0.9079 0.003 -0.206 -0.204
C 3.7349 -0.4973 -0.4446 0.373 -0.720 0.076
F 3.4310 -1.6198 0.2485 -0.029 0.206 0.122
F 2.8307 -0.4275 -1.4664 0.045 0.355 0.032
C 5.1236 -0.6642 -1.0899 0.240 -0.195 -0.791
O 6.0294 -1.5465 -0.4318 -0.216 0.538 1.025
C 6.8216 -1.0234 0.5907 -0.125 0.202 -1.503
F 6.6717 0.3134 0.6611 0.250 -0.098 0.412
F 8.1041 -1.2401 0.2227 0.012 -0.168 0.405
C 6.5611 -1.7156 1.9290 -0.188 -0.430 0.613
F 5.2819 -1.5525 2.3248 0.097 0.048 -0.245
F 7.3467 -1.1829 2.8964 0.173 0.152 -0.251
H 3.7045 1.6616 -0.1506 0.052 -0.087 -0.124
H 4.9486 -1.1389 -2.0571 -0.125 -0.108 0.163
H 5.5879 0.2936 -1.3313 -0.115 0.043 0.292
H 6.7629 -2.7868 1.8627 0.105 0.050 -0.185
F 10.9290 3.3462 4.3950 -0.120 0.010 -0.107
C 10.6016 3.2634 3.0903 0.676 0.244 -0.239
F 11.1502 4.3468 2.4848 -0.241 -0.046 -0.135
C 9.0886 3.2545 2.8762 -0.761 0.218 0.407
F 8.5358 4.4089 3.3134 0.251 -0.027 0.043
F 8.8660 3.2146 1.5297 0.345 -0.241 -0.001
C 8.3228 2.0656 3.4883 -0.575 -0.503 -0.278
O 7.6818 2.2990 4.7399 0.984 0.459 0.430
C 8.4326 2.1182 5.9028 -0.488 -0.914 -1.136
F 9.6349 1.5909 5.6054 0.042 0.134 0.450
F 7.7804 1.1838 6.6304 0.028 0.311 0.303
C 8.5402 3.4051 6.7219 0.002 0.617 0.388
F 9.1595 4.3789 6.0221 -0.106 -0.203 -0.090
F 9.2723 3.1934 7.8417 -0.078 -0.297 -0.111
H 11.0669 2.3695 2.6657 -0.133 -0.061 -0.016
H 7.4982 1.8551 2.8048 0.017 0.225 0.035
H 8.9151 1.1489 3.4964 0.185 0.207 0.101
H 7.5513 3.7667 7.0115 -0.065 -0.176 -0.069
```
Positions in Å, forces in eV/Å.

Computed properties:
Kohn-Sham gap   8.214 eV
E_LUMO   0.4 eV
HOMO   -7.9 eV
E   -132399.361 eV
Multiplicity   1